12
Properties=species:S:1:pos:R:3 method="wB97M-V/def2-TZVPD" e_homo_ha=-0.1613 orbital_gap_ev=8.51 energy_ev=-9800.4945 charge=-1 e_above_lowest_kcal_mol=131.6
O 1.109 -0.945 0.340
C 0.144 -0.156 0.213
N -0.967 -0.158 0.913
C -2.114 0.494 0.142
O -1.843 0.622 -1.137
H 0.326 0.777 -0.325
H -0.897 -0.911 -0.044
H -2.980 -0.160 0.390
H -2.340 1.470 0.640
H 2.043 -0.581 0.021
H 4.230 -0.247 -0.491
O 3.289 -0.205 -0.661